Version w
{"formula": "C5H11NO2", "method": "ωB97M-V/def2-TZVPD", "species": ["O", "O", "N", "C", "C", "C", "C", "C", "H", "H", "H", "H", "H", "H", "H", "H", "H", "H", "H"], "xyz": [[-1.745, -0.716, -1.079], [-0.332, 2.396, 0.034], [-0.233, 1.207, -0.689], [1.141, -0.744, -1.540], [-0.927, 0.100, -0.144], [0.510, -0.213, -0.279], [-1.642, 0.148, 1.186], [1.315, -0.481, 0.962], [0.983, -1.822, -1.600], [0.436, 2.512, 0.614], [-2.694, 0.330, 0.984], [-1.474, -0.776, 1.735], [2.214, -0.548, -1.537], [-1.281, 0.947, 1.834], [2.045, 0.309, 1.141], [-1.592, -0.353, -1.960], [0.727, -0.595, 1.872], [1.833, -1.436, 0.885], [0.714, -0.267, -2.417]], "gap_ev": 9.65, "homo_ev": -8.907, "total_charge": 0}

***

Version x
{"formula": "C5H11NO2", "method": "ωB97M-V/def2-TZVPD", "species": ["O", "O", "N", "C", "C", "C", "C", "C", "H", "H", "H", "H", "H", "H", "H", "H", "H", "H", "H"], "xyz": [[1.082, 0.241, 1.478], [-1.005, -1.014, 1.337], [1.200, -1.951, -0.317], [1.141, 1.912, -0.082], [0.568, 0.422, 0.384], [-0.837, -0.202, 0.176], [0.367, -0.796, -0.679], [-2.119, 0.427, -0.260], [1.094, -2.878, -0.842], [-2.915, -0.247, -0.503], [-2.216, 1.127, -1.016], [0.487, -0.362, 1.774], [-0.766, -1.802, 0.926], [2.235, -1.734, -0.161], [0.126, -0.495, -1.800], [0.566, 2.181, -1.008], [2.285, 1.480, -0.506], [1.024, 2.678, 0.501], [-2.318, 1.015, 0.598]], "gap_ev": 9.31, "homo_ev": -8.487, "total_charge": 0}

***

Version y
{"formula": "C5H11NO2", "method": "ωB97M-V/def2-TZVPD", "species": ["O", "O", "N", "C", "C", "C", "C", "C", "H", "H", "H", "H", "H", "H", "H", "H", "H", "H", "H"], "xyz": [[-1.471, 0.317, 1.310], [0.429, -1.320, 1.317], [-1.400, -1.520, -0.516], [-0.486, -0.500, -0.793], [0.637, -0.423, 0.249], [-0.459, 0.518, 0.295], [2.080, -0.173, -0.026], [-0.342, 1.930, -0.045], [-1.359, 2.466, -0.013], [2.666, 0.085, 0.883], [2.262, 0.624, -0.700], [0.361, 2.453, 0.575], [2.566, -1.118, -0.477], [-0.803, -2.321, -0.163], [-1.965, -0.322, 0.649], [-0.290, -0.805, 1.847], [-1.860, -1.800, -1.456], [-0.076, 2.074, -1.082], [-0.492, -0.166, -1.854]], "gap_ev": 9.90, "homo_ev": -9.121, "total_charge": 0}

***

Version z
{"formula": "C5H11NO2", "method": "ωB97M-V/def2-TZVPD", "species": ["O", "O", "N", "C", "C", "C", "C", "C", "H", "H", "H", "H", "H", "H", "H", "H", "H", "H", "H"], "xyz": [[1.085, -0.808, 0.348], [-1.790, 1.465, -0.164], [0.395, 2.252, 0.160], [-0.806, -0.869, -1.241], [-0.370, -0.257, 0.084], [-0.323, 1.231, 0.062], [2.266, -0.253, -0.152], [-1.120, -0.815, 1.289], [-1.885, -0.767, -1.382], [2.599, 0.604, 0.450], [1.392, 2.056, 0.140], [-1.959, 2.332, 0.241], [-0.523, -1.925, -1.274], [3.069, -0.994, -0.057], [-0.820, -0.306, 2.210], [-0.871, -1.873, 1.417], [-0.318, -0.375, -2.086], [-2.201, -0.710, 1.167], [2.181, 0.011, -1.213]], "gap_ev": 10.70, "homo_ev": -9.841, "total_charge": 0}

***

We find version z to be the most stable, with the next structure 0.704 eV higher.

***

Version w
{"formula": "C5H11NO2", "method": "ωB97M-V/def2-TZVPD", "species": ["O", "O", "N", "C", "C", "C", "C", "C", "H", "H", "H", "H", "H", "H", "H", "H", "H", "H", "H"], "xyz": [[0.579, -1.761, 0.057], [-2.484, 0.101, -1.394], [1.073, 0.537, 0.102], [-1.276, -0.172, -0.823], [1.261, -0.812, 0.503], [2.324, -1.106, 1.523], [-0.251, 0.987, -0.416], [-0.972, 2.072, 0.430], [-1.540, -0.761, 0.116], [-2.756, -0.666, -2.109], [1.587, 1.335, 0.424], [-0.810, -0.939, -1.418], [-1.990, 1.930, 0.329], [0.065, 1.619, -1.371], [-0.725, 1.733, 1.442], [1.895, -1.858, 2.089], [3.298, -1.449, 0.973], [2.920, -0.360, 2.102], [-0.729, 3.125, 0.107]], "gap_ev": 10.06, "homo_ev": -9.250, "total_charge": 0}

***

Version x
{"formula": "C5H11NO2", "method": "ωB97M-V/def2-TZVPD", "species": ["O", "O", "N", "C", "C", "C", "C", "C", "H", "H", "H", "H", "H", "H", "H", "H", "H", "H", "H"], "xyz": [[-1.193, 2.594, 0.496], [-0.629, -0.803, 2.158], [0.756, 0.745, -0.718], [-1.073, 1.512, 0.964], [-0.041, -2.073, 0.244], [0.732, 1.097, -2.108], [-0.443, 0.494, -0.013], [0.108, -0.762, 0.961], [-0.380, -1.633, 2.731], [-0.205, 1.654, -2.326], [1.098, -0.471, 1.280], [1.646, 1.646, -2.361], [0.635, -2.132, -0.623], [0.308, -2.735, 1.093], [-1.093, 1.338, 1.945], [-1.332, 0.164, -0.652], [0.884, 0.191, -2.704], [-1.084, -2.275, -0.090], [1.306, 1.449, -0.278]], "gap_ev": 9.20, "homo_ev": -8.406, "total_charge": 0}

***

We find version w to be the most stable, with the next structure 0.549 eV higher.

***

Version w
{"formula": "C5H11NO2", "method": "ωB97M-V/def2-TZVPD", "species": ["O", "O", "N", "C", "C", "C", "C", "C", "H", "H", "H", "H", "H", "H", "H", "H", "H", "H", "H"], "xyz": [[1.643, -0.789, 1.374], [-0.385, -1.690, 1.434], [1.266, 0.000, -1.271], [0.100, -0.406, -0.516], [0.597, -0.924, 0.820], [-1.804, 0.868, -1.601], [-1.004, 0.667, -0.258], [-0.375, 1.982, 0.183], [-0.396, -1.550, 2.376], [-0.484, 2.163, 1.257], [-0.884, 2.847, -0.254], [0.663, 2.095, -0.113], [-0.462, -1.184, -1.035], [-1.585, 0.204, 0.535], [-2.109, 1.906, -1.664], [1.962, 0.514, -0.751], [-2.618, 0.172, -1.760], [1.679, -0.694, -1.847], [-1.006, 0.683, -2.324]], "gap_ev": 10.20, "homo_ev": -9.430, "total_charge": 0}

***

Version x
{"formula": "C5H11NO2", "method": "ωB97M-V/def2-TZVPD", "species": ["O", "O", "N", "C", "C", "C", "C", "C", "H", "H", "H", "H", "H", "H", "H", "H", "H", "H", "H"], "xyz": [[0.158, -0.505, 2.871], [1.625, 0.089, -1.644], [-0.198, 0.266, -0.236], [-0.439, -1.247, 1.801], [0.213, 1.464, 0.508], [0.099, -1.032, 0.433], [-0.414, 0.560, -2.703], [0.441, 0.262, -1.529], [-0.640, -2.282, 2.085], [-1.468, -0.854, 1.847], [0.170, 0.360, -3.589], [-0.423, -1.783, -0.184], [-0.854, 1.554, -2.588], [0.903, -0.975, 3.307], [1.111, 1.937, 0.105], [-1.319, -0.056, -2.682], [1.153, -1.268, 0.237], [0.454, 1.286, 1.543], [-0.572, 2.224, 0.417]], "gap_ev": 9.75, "homo_ev": -8.930, "total_charge": 0}

***

We find version w to be the most stable, with the next structure 1.212 eV higher.

***

Version w
{"formula": "C5H11NO2", "method": "ωB97M-V/def2-TZVPD", "species": ["O", "O", "N", "C", "C", "C", "C", "C", "H", "H", "H", "H", "H", "H", "H", "H", "H", "H", "H"], "xyz": [[1.416, 0.157, -1.984], [-2.222, -0.639, 0.027], [-1.010, -0.386, -0.687], [-2.086, 0.501, -0.730], [-0.103, 0.614, 1.452], [0.771, -1.500, 0.437], [0.166, -0.126, 0.138], [1.119, 0.717, -0.732], [-0.912, 0.126, 1.995], [1.757, -1.404, 0.884], [0.794, 0.591, 2.068], [0.835, -2.094, -0.472], [0.661, 1.686, -0.951], [-2.649, 0.532, -1.659], [2.040, 0.896, -0.153], [-0.368, 1.657, 1.278], [-2.051, 1.448, -0.184], [0.118, -2.029, 1.131], [1.725, -0.747, -1.859]], "gap_ev": 10.08, "homo_ev": -9.262, "total_charge": 0}

***

Version x
{"formula": "C5H11NO2", "method": "ωB97M-V/def2-TZVPD", "species": ["O", "O", "N", "C", "C", "C", "C", "C", "H", "H", "H", "H", "H", "H", "H", "H", "H", "H", "H"], "xyz": [[-1.963, -1.398, -0.839], [-2.410, 0.011, 0.849], [-0.993, 1.987, -0.389], [0.785, -0.552, 1.444], [-0.646, 0.640, -0.546], [1.657, -0.482, -0.935], [-1.783, -0.291, -0.128], [0.865, 0.181, 0.120], [0.970, 0.115, 2.313], [2.366, -1.210, -0.557], [-1.602, 1.980, 0.454], [-2.740, -1.922, -0.437], [1.293, 1.190, 0.228], [-0.160, -1.130, 1.585], [-0.483, 0.311, -1.545], [2.401, 0.224, -1.307], [-0.195, 2.493, -0.170], [0.907, -0.968, -1.572], [1.731, -1.177, 1.430]], "gap_ev": 9.95, "homo_ev": -9.253, "total_charge": 0}

***

Version y
{"formula": "C5H11NO2", "method": "ωB97M-V/def2-TZVPD", "species": ["O", "O", "N", "C", "C", "C", "C", "C", "H", "H", "H", "H", "H", "H", "H", "H", "H", "H", "H"], "xyz": [[-0.770, 0.330, -1.451], [-2.453, 1.019, -0.088], [-2.010, -1.206, -0.261], [-0.123, 0.231, 1.209], [0.915, 0.098, 0.287], [1.447, -1.252, -0.057], [1.681, 1.286, -0.185], [-1.500, 0.083, -0.437], [-0.301, 1.208, 1.645], [2.014, 1.159, -1.216], [-2.802, -1.266, 0.365], [1.864, -1.270, -1.065], [0.656, -2.001, 0.016], [-2.001, -1.747, -1.115], [-2.128, 1.847, -0.475], [2.245, -1.502, 0.652], [2.564, 1.402, 0.457], [1.088, 2.198, -0.113], [-0.385, -0.616, 1.831]], "gap_ev": 9.01, "homo_ev": -8.460, "total_charge": 0}

***

We find version x to be the most stable, with the next structure 0.691 eV higher.

***

Version w
{"formula": "C5H11NO2", "method": "ωB97M-V/def2-TZVPD", "species": ["O", "O", "N", "C", "C", "C", "C", "C", "H", "H", "H", "H", "H", "H", "H", "H", "H", "H", "H"], "xyz": [[-0.662, 1.685, -0.822], [1.172, 2.227, 0.395], [-0.897, -0.778, 0.346], [-0.038, 1.568, 0.370], [0.555, -0.257, 2.218], [-0.141, -1.335, -1.985], [0.263, -0.129, 0.736], [-1.146, -1.034, -0.899], [-0.252, -2.355, -2.349], [-1.272, 0.843, -1.017], [-2.132, -1.464, -1.062], [-0.294, -0.649, -2.818], [0.904, -1.214, -1.709], [0.964, -1.242, 2.441], [1.541, 2.192, -0.498], [1.281, 0.497, 2.521], [1.147, -0.328, 0.117], [-0.363, -0.125, 2.787], [-0.630, 1.899, 1.229]], "gap_ev": 9.84, "homo_ev": -9.129, "total_charge": 0}

***

Version x
{"formula": "C5H11NO2", "method": "ωB97M-V/def2-TZVPD", "species": ["O", "O", "N", "C", "C", "C", "C", "C", "H", "H", "H", "H", "H", "H", "H", "H", "H", "H", "H"], "xyz": [[1.455, 2.711, -0.102], [0.917, 0.083, -2.427], [1.300, -0.943, 2.169], [-0.739, -0.623, 0.867], [-1.596, -0.001, -0.187], [0.372, -0.175, 1.437], [-1.281, -0.556, -1.618], [0.258, -0.621, -1.709], [-1.703, -1.583, -1.709], [1.646, -0.432, 2.971], [-2.613, -0.295, 0.183], [0.955, -1.801, 2.582], [2.334, 2.699, 0.292], [0.774, -1.431, -1.150], [1.618, 2.688, -1.051], [-0.971, -1.660, 1.067], [0.655, 0.867, 1.157], [-1.821, 0.014, -2.393], [-1.559, 1.060, -0.376]], "gap_ev": 9.19, "homo_ev": -8.285, "total_charge": 0}

***

Version y
{"formula": "C5H11NO2", "method": "ωB97M-V/def2-TZVPD", "species": ["O", "O", "N", "C", "C", "C", "C", "C", "H", "H", "H", "H", "H", "H", "H", "H", "H", "H", "H"], "xyz": [[0.053, -1.514, -1.959], [0.235, 0.497, 1.792], [2.580, -0.316, 0.413], [-1.519, 1.849, -0.024], [-1.616, 0.348, 0.201], [-0.437, -0.224, 1.085], [1.560, -1.107, -0.136], [0.804, -0.688, -1.179], [-0.646, -1.283, 1.333], [-2.408, 2.224, -0.528], [-1.423, 2.364, 0.930], [-2.505, 0.111, 0.793], [-1.731, -0.203, -0.735], [2.759, -0.567, 1.377], [1.671, -2.171, 0.048], [0.725, 0.345, -1.476], [0.210, -2.431, -1.702], [-0.647, 2.099, -0.626], [2.334, 0.666, 0.395]], "gap_ev": 8.79, "homo_ev": -8.016, "total_charge": 0}

***

We find version x to be the most stable, with the next structure 0.166 eV higher.